One molecule with the formula C6H10O in a non-equilibrium geometry, computed with ωB97M-V/def2-TZVPD.

Computed properties:
DFT total energy: -8426.244 eV
LUMO level: 0.8 eV
HOMO energy: -6.622 eV
F_max: 0.023 Eh/bohr
energy above the lowest of the compared OMol25 structures with the same formula, charge and spin: 115.2 kcal per mole
2S+1: 1

Positions of all 17 atoms, in Å:
C1 0.347 0.189 -1.180
C2 1.220 1.991 -0.153
O1 0.074 0.968 0.101
C3 0.028 0.232 1.410
C4 -0.624 -1.096 1.199
C5 -0.983 -1.533 -0.006
C6 -0.790 -0.776 -1.288
H1 1.341 -0.272 -1.093
H2 0.412 0.861 -2.055
H3 2.047 1.464 0.348
H4 0.947 2.880 0.419
H5 1.058 0.139 1.785
H6 -0.514 0.817 2.187
H7 -0.803 -1.709 2.080
H8 -1.457 -2.501 -0.089
H9 -1.688 -0.196 -1.537
H10 -0.617 -1.457 -2.127

Here are the Löwdin charges for atoms 1 to 6, given in e: C -0.156; C -0.086; O -0.288; C -0.099; C -0.079; C -0.089